Record 1
Molecular formula: C11H15N
Method: DFT, wB97M-V/def2-TZVPD

Geometry (Å):
C (2.937, -1.755, 0.178)
C (1.803, -0.824, -0.226)
C (1.783, 0.546, -0.214)
N (0.530, 1.078, -0.647)
C (-0.126, -0.086, -1.070)
C (-1.412, -0.041, -1.750)
C (-1.925, -1.229, -2.222)
C (-1.320, -2.423, -1.716)
C (-0.204, -2.435, -0.947)
C (0.524, -1.240, -0.659)
H (2.795, -1.966, 1.283)
H (3.957, -1.405, -0.064)
H (2.782, -2.677, -0.325)
H (2.661, 1.145, 0.032)
H (0.431, 1.901, -1.238)
H (-1.874, 0.903, -1.747)
H (-2.779, -1.391, -2.792)
H (-1.677, -3.302, -2.317)
H (0.213, -3.241, -0.341)
C (-0.573, 2.109, 2.643)
C (-1.633, 2.365, 1.571)
H (-1.128, 1.421, 3.347)
H (0.460, 1.869, 2.335)
H (-0.451, 3.074, 3.164)
H (-2.322, 1.605, 1.335)
H (-2.193, 3.279, 1.798)
H (-1.260, 2.721, 0.591)

Values from the calculation:
- E_HOMO: -8.0 eV
- Energy relative to the best compared isomer or geometry (same formula, charge and spin): 1.906 eV
- Total energy: -13138.88508 eV
- Spin multiplicity: 1
- SMILES: Cc1c[nH]c2ccccc12.CC
- Kohn-Sham gap: 8.92 eV
- Molecular weight: 161.25 g mol⁻¹

***

Record 2
Molecular formula: C4H9NOS
Method: DFT, wB97M-V/def2-TZVPD

Geometry (Å):
O (0.393, -0.007, -3.428)
C (0.134, 1.006, -2.919)
S (-0.089, 2.506, -2.488)
C (-1.436, 0.293, 0.723)
C (-0.617, -0.953, 0.923)
C (0.804, -0.584, 1.118)
N (1.425, 0.114, -0.044)
H (-2.439, 0.169, 0.220)
H (-1.469, 1.026, 1.488)
H (-1.075, 0.785, -0.115)
H (-0.477, -1.558, 0.061)
H (-1.059, -1.560, 1.755)
H (0.988, 0.180, 1.954)
H (1.402, -1.391, 1.539)
H (1.220, -0.419, -0.962)
H (2.296, 0.392, 0.173)

Values from the calculation:
- E_HOMO: -9.0 eV
- Energy relative to the best compared isomer or geometry (same formula, charge and spin): 1.597 eV
- Total energy: -18665.92977 eV
- Spin multiplicity: 1
- SMILES: O=C=S.CCCN
- Kohn-Sham gap: 9.54 eV
- Molecular weight: 119.19 g mol⁻¹

***

Record 3
Molecular formula: C32H37BBrFN5O3
Method: DFT, wB97M-V/def2-TZVPD

Geometry (Å):
C (0.398, 1.685, 1.536)
C (0.281, 0.211, 1.769)
F (1.232, -0.091, 2.779)
C (0.592, -0.696, 0.561)
C (1.248, -0.048, -0.659)
C (0.256, 0.088, -1.836)
B (-1.139, 0.674, -1.423)
O (-2.181, -0.181, -1.126)
O (-1.442, 2.004, -1.329)
C (2.300, -1.068, -1.121)
C (3.110, -0.549, -2.267)
O (2.802, -0.629, -3.426)
Br (4.847, 0.319, -1.765)
H (1.370, 1.972, 1.173)
H (-0.397, 2.090, 0.925)
H (0.284, 2.167, 2.513)
H (-0.674, -0.044, 2.210)
H (-0.297, -1.301, 0.314)
H (1.317, -1.400, 0.962)
H (0.709, 0.759, -2.567)
H (0.124, -0.888, -2.363)
H (-1.848, -1.066, -1.275)
H (-0.667, 2.546, -1.477)
H (1.792, -1.959, -1.500)
H (2.938, -1.394, -0.306)
N (-6.786, 0.559, -2.083)
C (-5.454, 0.633, -2.090)
C (-4.740, 1.752, -1.687)
C (-5.450, 2.858, -1.255)
C (-6.836, 2.802, -1.242)
C (-7.450, 1.634, -1.663)
H (-4.936, -0.254, -2.435)
H (-3.660, 1.755, -1.710)
H (-4.930, 3.750, -0.932)
H (-7.428, 3.645, -0.911)
H (-8.532, 1.546, -1.666)
N (-1.537, -1.693, 4.034)
C (-2.838, -1.968, 3.988)
C (-3.671, -1.941, 5.098)
C (-3.117, -1.613, 6.325)
C (-1.764, -1.323, 6.390)
C (-1.021, -1.376, 5.218)
H (-3.227, -2.222, 3.007)
H (-4.723, -2.171, 5.001)
H (-3.732, -1.581, 7.216)
H (-1.291, -1.060, 7.327)
H (0.041, -1.152, 5.217)
N (6.988, 2.551, -4.871)
C (6.301, 1.411, -4.952)
C (5.970, 0.802, -6.156)
C (6.368, 1.409, -7.334)
C (7.081, 2.595, -7.267)
C (7.364, 3.119, -6.015)
H (6.001, 0.965, -4.008)
H (5.411, -0.124, -6.161)
H (6.126, 0.965, -8.292)
H (7.410, 3.103, -8.163)
H (7.922, 4.045, -5.916)
N (-2.909, 2.972, 2.508)
C (-3.352, 4.071, 3.115)
C (-3.631, 4.145, 4.471)
C (-3.442, 3.008, 5.241)
C (-2.985, 1.855, 4.627)
C (-2.732, 1.890, 3.263)
H (-3.487, 4.935, 2.473)
H (-3.986, 5.068, 4.910)
H (-3.649, 3.022, 6.305)
H (-2.824, 0.945, 5.190)
H (-2.368, 1.011, 2.745)
N (2.580, -4.146, -0.953)
C (2.086, -5.246, -0.392)
C (2.843, -6.374, -0.108)
C (4.191, -6.355, -0.428)
C (4.722, -5.218, -1.013)
C (3.875, -4.145, -1.252)
H (1.026, -5.215, -0.161)
H (2.388, -7.240, 0.353)
H (4.818, -7.214, -0.223)
H (5.769, -5.160, -1.279)
H (4.249, -3.231, -1.704)

Values from the calculation:
- E_HOMO: -2.2 eV
- Total energy: -120814.90475 eV
- Spin multiplicity: 1
- Net charge: -1
- Kohn-Sham gap: 4.58 eV
- Molecular weight: 649.39 g mol⁻¹

***

Record 4
Molecular formula: C15H24F24N3O21PS6
Method: DFT, wB97M-V/def2-TZVPD

Geometry (Å):
C (-3.008, -0.829, -8.015)
C (-1.570, -1.142, -7.682)
O (-0.782, -1.449, -8.540)
N (-1.154, -1.015, -6.202)
H (-1.978, -1.060, -5.620)
H (-0.502, -1.732, -5.919)
C (-0.547, 0.342, -5.897)
H (-3.609, -1.738, -8.042)
H (-3.121, -0.364, -8.994)
H (-3.449, -0.124, -7.310)
H (-0.290, 0.278, -4.840)
H (-1.257, 1.142, -6.108)
H (0.425, 0.483, -6.371)
C (0.064, 1.418, 0.419)
C (0.806, 0.083, 0.845)
O (0.844, -0.955, 0.284)
N (1.527, 0.309, 2.187)
H (1.033, 0.943, 2.799)
H (1.624, -0.553, 2.704)
C (2.920, 0.864, 1.942)
H (-0.960, 1.485, 0.787)
H (0.199, 1.440, -0.662)
H (0.501, 2.266, 0.947)
H (3.065, 1.918, 1.706)
H (3.467, 0.273, 1.206)
H (3.423, 0.743, 2.901)
C (-4.700, -5.844, -2.305)
C (-4.406, -5.730, -0.842)
O (-5.028, -6.359, -0.003)
N (-3.278, -4.796, -0.436)
H (-2.639, -4.583, -1.189)
H (-3.695, -3.987, 0.000)
C (-2.476, -5.456, 0.758)
H (-5.701, -6.266, -2.407)
H (-3.940, -6.557, -2.624)
H (-4.458, -4.996, -2.945)
H (-1.808, -6.294, 0.561)
H (-3.238, -5.709, 1.495)
H (-1.956, -4.603, 1.194)
C (5.769, 5.316, 2.816)
F (5.961, 6.388, 3.516)
F (4.694, 4.715, 3.405)
F (5.564, 5.621, 1.567)
S (7.409, 4.276, 3.059)
O (8.478, 4.913, 2.244)
O (7.591, 4.351, 4.502)
O (7.029, 2.917, 2.672)
C (6.692, 2.294, -3.571)
F (7.304, 1.750, -2.462)
F (6.108, 3.475, -3.231)
F (7.558, 2.556, -4.556)
S (5.401, 0.991, -4.219)
O (4.568, 0.614, -3.060)
O (4.688, 1.669, -5.307)
O (6.209, -0.159, -4.699)
C (-7.119, -0.671, -2.507)
F (-7.759, 0.102, -1.569)
F (-7.522, -1.997, -2.347)
F (-7.499, -0.246, -3.694)
S (-5.183, -0.451, -2.310)
O (-4.725, -1.186, -3.488)
O (-4.909, 0.950, -2.415)
O (-4.865, -0.985, -0.940)
C (0.644, 2.207, 7.913)
F (1.921, 2.083, 7.536)
F (0.119, 1.036, 8.159)
F (0.661, 2.950, 9.032)
S (-0.376, 3.211, 6.575)
O (0.148, 4.573, 6.574)
O (-0.167, 2.560, 5.233)
O (-1.791, 3.150, 7.015)
C (1.214, 6.783, -2.511)
F (2.463, 7.100, -2.803)
F (1.306, 5.763, -1.763)
F (0.643, 7.806, -1.734)
S (0.124, 6.383, -4.063)
O (0.636, 5.200, -4.768)
O (-1.249, 6.142, -3.584)
O (0.327, 7.557, -4.900)
C (3.199, -6.403, 4.640)
F (2.298, -6.580, 3.701)
F (3.182, -7.340, 5.549)
F (4.418, -6.320, 4.122)
S (2.595, -4.835, 5.439)
O (3.639, -4.423, 6.356)
O (2.422, -3.754, 4.435)
O (1.358, -5.310, 6.185)
P (-4.479, -1.258, 4.910)
F (-5.135, -2.303, 6.031)
F (-5.102, 0.060, 5.721)
F (-3.092, -1.182, 5.793)
F (-4.041, -0.227, 3.809)
F (-3.793, -2.338, 4.052)
F (-5.885, -1.335, 4.153)

Values from the calculation:
- E_HOMO: -1.0 eV
- Total energy: -202931.48414 eV
- Spin multiplicity: 1
- Net charge: -4
- Kohn-Sham gap: 3.78 eV
- Molecular weight: 1261.69 g mol⁻¹

***

Record 5
Molecular formula: C49H43Cl4N8O5RbS
Method: DFT, wB97M-V/def2-TZVPD

Geometry (Å):
Rb (0.198, -0.073, 0.113)
Cl (-2.521, 7.134, -1.192)
C (-1.974, 5.762, -0.265)
C (-1.437, 4.700, -0.912)
C (-0.964, 3.547, -0.197)
N (-0.447, 2.469, -0.761)
C (-0.667, 2.169, -2.077)
O (-1.521, 2.638, -2.813)
C (-0.713, 0.002, -3.279)
C (-0.984, 0.369, -4.707)
C (-0.889, -0.555, -5.690)
C (-0.483, -1.882, -5.402)
C (-0.058, -2.140, -4.103)
N (-0.045, -1.281, -3.100)
C (-1.005, 3.584, 1.273)
C (-1.629, 4.714, 1.892)
C (-2.100, 5.754, 1.157)
Cl (-2.851, 7.092, 1.980)
N (-0.476, 2.551, 1.919)
C (-0.254, 2.545, 3.258)
O (-0.427, 3.440, 4.088)
C (0.327, 1.232, 3.758)
C (0.152, 0.861, 5.084)
C (0.711, -0.330, 5.519)
C (1.440, -1.101, 4.625)
C (1.567, -0.643, 3.322)
N (1.022, 0.496, 2.892)
H (-1.381, 4.703, -1.989)
H (-1.251, 1.398, -4.902)
H (-1.110, -0.270, -6.715)
H (-0.424, -2.645, -6.167)
H (0.360, -3.120, -3.870)
H (-1.695, 4.739, 2.967)
H (-0.411, 1.510, 5.740)
H (0.579, -0.654, 6.544)
H (1.888, -2.043, 4.913)
H (2.100, -1.232, 2.580)
C (-5.947, 0.523, -2.777)
C (-5.322, 0.359, -1.538)
C (-3.973, 0.087, -1.462)
C (-3.147, 0.008, -2.622)
C (-3.816, 0.114, -3.869)
C (-5.179, 0.385, -3.926)
N (-1.829, -0.204, -2.357)
N (0.119, 1.079, -2.598)
C (1.506, 1.011, -2.567)
C (2.204, 0.344, -3.600)
C (3.572, 0.260, -3.524)
C (4.254, 0.844, -2.454)
C (3.493, 1.517, -1.527)
N (2.158, 1.606, -1.565)
H (-7.007, 0.739, -2.840)
H (-5.901, 0.443, -0.623)
H (-3.481, -0.032, -0.502)
H (-3.265, -0.051, -4.781)
H (-5.653, 0.472, -4.899)
H (1.668, -0.069, -4.442)
H (4.118, -0.256, -4.305)
H (5.329, 0.774, -2.351)
H (3.968, 2.013, -0.685)
C (-3.938, -4.827, -1.312)
C (-2.606, -4.284, -0.805)
C (-2.793, -3.333, 0.370)
S (-1.186, -2.728, 0.943)
O (-1.474, -1.452, 1.696)
C (-0.823, -4.004, 2.197)
C (-1.219, -3.549, 3.596)
C (-2.712, -3.636, 3.902)
H (-3.796, -5.494, -2.166)
H (-4.590, -4.008, -1.630)
H (-4.460, -5.386, -0.529)
H (-2.091, -3.748, -1.606)
H (-1.954, -5.115, -0.513)
H (-3.344, -3.789, 1.195)
H (-3.306, -2.421, 0.054)
H (0.255, -4.176, 2.130)
H (-1.344, -4.915, 1.884)
H (-0.898, -2.515, 3.722)
H (-0.649, -4.149, 4.310)
H (-3.269, -2.900, 3.318)
H (-2.906, -3.429, 4.958)
H (-3.111, -4.631, 3.676)
Cl (5.344, -7.497, 2.108)
C (6.242, -6.105, 2.643)
C (7.064, -6.251, 3.746)
C (7.807, -5.170, 4.195)
C (7.683, -3.951, 3.553)
C (6.824, -3.811, 2.472)
Cl (6.625, -2.218, 1.821)
C (6.100, -4.889, 1.947)
N (5.234, -4.822, 0.861)
C (5.461, -4.052, -0.281)
C (6.763, -3.802, -0.719)
C (7.005, -3.040, -1.850)
C (5.940, -2.533, -2.580)
C (4.645, -2.821, -2.166)
C (4.371, -3.581, -1.033)
C (2.924, -3.918, -0.731)
C (2.369, -3.539, 0.656)
O (2.615, -4.327, 1.615)
O (1.653, -2.520, 0.704)
H (7.122, -7.214, 4.235)
H (8.466, -5.274, 5.048)
H (8.221, -3.080, 3.903)
H (4.240, -4.891, 1.151)
H (7.592, -4.202, -0.143)
H (8.026, -2.846, -2.158)
H (6.109, -1.923, -3.459)
H (3.803, -2.435, -2.729)
H (2.777, -4.997, -0.848)
H (2.304, -3.405, -1.463)

Values from the calculation:
- E_HOMO (spin up / spin down): -1.8 / -2.1 eV
- Energy relative to the best compared isomer or geometry (same formula, charge and spin): 2.790 eV
- Total energy: -135251.74349 eV
- Spin multiplicity: 1
- Net charge: -2
- Kohn-Sham gap (spin up / spin down): 5.35 / 5.10 eV
- Molecular weight: 1083.28 g mol⁻¹

***

Record 6
Molecular formula: C12H31O4P3
Method: DFT, wB97M-V/def2-TZVPD

Geometry (Å):
C (-4.947, 0.217, -2.077)
C (-3.504, -0.010, -1.668)
O (-2.782, 1.205, -1.512)
P (-2.928, 2.108, -0.141)
O (-2.973, 1.062, 0.927)
O (-1.400, 2.657, 0.024)
C (-0.634, 2.379, 1.196)
C (0.234, 1.154, 0.992)
O (-3.262, 3.511, -0.925)
C (-4.081, 3.633, -2.079)
C (-5.548, 3.785, -1.727)
H (-5.478, 0.793, -1.315)
H (-5.462, -0.736, -2.203)
H (-5.010, 0.766, -3.017)
H (-3.457, -0.620, -0.765)
H (-2.993, -0.573, -2.452)
H (-1.278, 2.270, 2.068)
H (0.001, 3.249, 1.376)
H (-0.349, 0.294, 0.664)
H (0.753, 0.888, 1.913)
H (0.979, 1.342, 0.217)
H (-3.914, 2.824, -2.788)
H (-3.745, 4.541, -2.585)
H (-5.889, 2.968, -1.088)
H (-6.159, 3.813, -2.630)
H (-5.712, 4.710, -1.172)
C (2.935, -3.212, -2.132)
C (3.251, -1.710, -2.415)
C (3.324, -0.800, -1.171)
C (4.082, -1.400, 0.049)
P (2.817, -1.665, 1.416)
P (3.813, -1.563, 3.340)
C (2.537, -0.927, 4.551)
C (4.150, -3.292, 3.929)
H (2.952, -3.492, -1.077)
H (3.621, -3.819, -2.730)
H (1.927, -3.440, -2.498)
H (2.421, -1.331, -3.026)
H (4.135, -1.655, -3.058)
H (3.857, 0.111, -1.476)
H (2.317, -0.488, -0.875)
H (4.532, -2.369, -0.191)
H (4.882, -0.729, 0.371)
H (2.435, -3.028, 1.229)
H (3.001, -0.713, 5.517)
H (2.075, -0.032, 4.131)
H (1.792, -1.720, 4.697)
H (4.508, -3.248, 4.964)
H (3.259, -3.934, 3.911)
H (4.913, -3.774, 3.312)

Values from the calculation:
- E_HOMO: -7.9 eV
- Total energy: -49003.38619 eV
- Spin multiplicity: 1
- SMILES: CCOP(=O)(OCC)OCC.CCCC[PH]#P(C)C
- Kohn-Sham gap: 8.11 eV
- Molecular weight: 332.30 g mol⁻¹